A) Computed, not measured: a cluster of 2 separate species, C2H3IOS in total, with ωB97M-V/def2-TZVPD.

Results
Highest occupied orbital energy: -0.30296 Eh
E_LUMO: -0.925 eV
SMILES: OC=C=S.I

Positions of all 8 atoms, in Å:
O  0.720  -1.413  -0.059
C  0.534  -0.066  -0.267
C  -0.315  0.166  -1.255
S  -1.577  -0.012  -2.132
H  1.542  -1.580  0.418
H  1.233  0.572  0.314
I  -1.956  1.410  1.726
H  -0.181  0.923  1.255

Atom charges from the Mulliken analysis, given in e for atoms 1 to 6: O -0.472; C -0.264; C 0.202; S -0.231; H 0.321; H 0.514

=====

B) Computed, not measured: a cluster of 2 separate species, C2H3IOS in total, with ωB97M-V/def2-TZVPD.

Results
Highest occupied orbital energy: -0.31627 Eh
E_LUMO: -2.496 eV

Positions of all 8 atoms, in Å:
C  3.777  -0.817  -0.772
C  1.394  1.663  -0.398
O  4.249  -1.131  -1.780
S  1.078  0.004  -1.059
I  4.599  -0.016  1.027
H  2.240  1.818  0.300
H  0.607  1.903  0.180
H  1.564  2.465  -1.101

Atom charges from the Mulliken analysis, given in e for atoms 1 to 6: C 0.186; C -0.705; O -0.240; S -0.151; I 0.158; H 0.139

=====

So which one wins? Going from most stable to least: B), A).

=====

A) Computed, not measured: a structure of composition C2H3IOS, with ωB97M-V/def2-TZVPD.

Results
Highest occupied orbital energy: -0.32917 Eh
E_LUMO: -0.766 eV

Positions of all 8 atoms, in Å:
C  -1.505  -0.292  0.166
C  1.314  0.186  -0.051
O  -1.007  -1.241  0.620
S  -0.048  1.165  -0.777
I  -3.449  0.192  -0.132
H  1.805  -0.517  -0.881
H  0.859  -0.428  0.715
H  2.031  0.936  0.340

Atom charges from the Mulliken analysis, given in e for atoms 1 to 6: C 0.188; C -0.646; O -0.345; S -0.154; I 0.197; H 0.233

=====

B) Computed, not measured: a structure of composition C2H3IOS, with ωB97M-V/def2-TZVPD.

Results
Highest occupied orbital energy: -0.33235 Eh
E_LUMO: -1.407 eV

Positions of all 8 atoms, in Å:
C  1.255  0.869  0.301
C  0.136  -0.047  0.158
O  -0.962  0.577  0.679
S  1.400  2.432  0.329
I  3.510  -0.588  0.081
H  0.295  -1.087  0.358
H  0.093  -0.063  -0.948
H  -1.105  1.528  0.277

Atom charges from the Mulliken analysis, given in e for atoms 1 to 6: C -0.034; C -0.183; O -0.489; S -0.151; I -0.159; H 0.394

=====

So which one wins? Going from most stable to least: A), B).

=====

A) Computed, not measured: the ion C8H16N3O3 with charge +1, with ωB97M-V/def2-TZVPD.

Results
Net charge: +1
Highest occupied orbital energy: -0.51338 Eh
E_LUMO: -4.094 eV
SMILES: CCO[C@]1(OC)N/C(=[NH+]\C)C(=O)N1C

Positions of all 30 atoms, in Å:
C  0.866  0.174  -2.431
C  1.328  0.797  -1.108
O  1.465  -0.158  -0.053
C  0.319  -0.192  0.785
O  0.656  -0.874  1.924
C  1.980  -1.298  1.993
N  -0.738  -0.800  0.066
C  -1.839  -0.052  0.058
N  -2.963  -0.158  -0.588
C  -3.533  -1.185  -1.397
C  -1.581  1.243  0.862
O  -2.537  2.001  1.109
N  -0.251  1.103  1.177
C  0.525  2.205  1.879
H  0.619  1.077  -3.025
H  1.674  -0.480  -2.724
H  0.008  -0.518  -2.284
H  0.683  1.714  -0.922
H  2.397  1.060  -1.264
H  2.769  -0.438  2.051
H  2.363  -1.958  1.202
H  1.901  -1.923  2.914
H  -0.770  -1.801  -0.092
H  -3.489  0.798  -0.505
H  -3.299  -2.191  -0.950
H  -4.678  -1.016  -1.430
H  -3.045  -1.108  -2.451
H  1.444  2.616  1.350
H  -0.086  3.044  1.900
H  0.933  1.739  2.715

Atom charges from the Mulliken analysis, given in e for atoms 1 to 6: C -1.013; C -0.309; O -0.404; C 0.015; O -0.421; C -0.704

=====

B) Computed, not measured: the ion C8H16N3O3 with charge +1, with ωB97M-V/def2-TZVPD.

Results
Net charge: +1
Highest occupied orbital energy: -0.48431 Eh
E_LUMO: -4.144 eV
SMILES: COCCCCn1c[nH+]nc1COO

Positions of all 30 atoms, in Å:
C  -1.898  -0.060  -2.557
O  -1.099  -1.217  -2.157
C  -1.164  -1.432  -0.734
C  0.112  -2.271  -0.165
C  0.132  -1.992  1.434
C  1.185  -0.852  1.860
N  0.653  0.526  1.645
C  -0.239  1.313  2.460
N  -0.504  2.590  1.881
N  0.187  2.719  0.716
C  0.873  1.473  0.538
C  1.809  1.061  -0.712
O  2.023  2.132  -1.650
O  0.864  2.583  -2.180
H  -1.341  0.417  -3.450
H  -2.983  -0.325  -2.801
H  -1.944  0.750  -1.735
H  -2.100  -1.999  -0.388
H  -1.144  -0.434  -0.147
H  1.067  -1.937  -0.698
H  -0.013  -3.386  -0.362
H  -0.943  -1.742  1.757
H  0.387  -2.996  1.924
H  1.362  -0.979  2.988
H  2.132  -0.999  1.236
H  -0.727  1.017  3.440
H  -1.105  3.358  2.207
H  1.217  0.233  -1.268
H  2.790  0.558  -0.367
H  0.410  1.890  -2.717

Atom charges from the Mulliken analysis, given in e for atoms 1 to 6: C -0.558; O -0.329; C -0.265; C -0.440; C -0.647; C -0.604

=====

So which one wins? Going from most stable to least: A), B).

=====

A) Computed, not measured: a cluster of 2 separate species, C3H7ClS in total, with ωB97M-V/def2-TZVPD.

Results
Highest occupied orbital energy (alpha / beta): -0.30739 / -0.27971 Eh
E_LUMO (alpha / beta): 0.059 / 0.361 eV

Positions of all 12 atoms, in Å:
C  0.527  0.007  -1.361
C  -0.538  -0.703  1.606
C  1.262  0.100  -0.096
S  1.875  1.598  0.353
Cl  2.401  -1.148  0.087
H  0.939  0.698  -2.081
H  -0.496  0.452  -1.226
H  0.220  -1.111  -1.660
H  -1.378  -0.161  1.379
H  0.065  -0.394  2.443
H  -0.443  -1.713  1.232
H  0.771  2.433  0.302

Atom charges from the Mulliken analysis, given in e for atoms 1 to 6: C -1.043; C -0.949; C 0.329; S -0.237; Cl -0.167; H 0.387

=====

B) Computed, not measured: a structure of composition C3H7ClS, with ωB97M-V/def2-TZVPD.

Results
Highest occupied orbital energy: -0.32730 Eh
E_LUMO: 0.452 eV

Positions of all 12 atoms, in Å:
C  0.467  -0.109  -1.448
C  -0.074  -0.485  -0.127
C  0.216  0.650  0.952
H  -0.003  -0.650  -2.365
H  1.539  -0.292  -1.642
H  0.219  0.861  -1.660
H  0.460  -1.171  0.575
H  1.318  0.783  0.980
H  -0.572  1.487  0.555
H  -1.481  -0.899  1.819
S  -0.323  0.196  2.596
Cl  -1.767  -0.372  -0.235

Atom charges from the Mulliken analysis, given in e for atoms 1 to 6: C -1.295; C 0.069; C -0.645; H 0.306; H 0.337; H 0.403

=====

So which one wins? Going from most stable to least: B), A).

=====

A) Computed, not measured: the ion C6H12O with charge +1, with ωB97M-V/def2-TZVPD.

Results
Net charge: +1
Highest occupied orbital energy (alpha / beta): -0.51052 / -0.51015 Eh
Expectation value of S²: 0.753
E_LUMO (alpha / beta): -5.013 / -9.134 eV
Multiplicity: 2

Positions of all 19 atoms, in Å:
C  -0.743  2.137  0.702
O  -1.321  1.539  1.881
C  -0.852  1.190  -0.478
C  0.493  0.507  -0.844
C  0.882  -0.619  0.127
C  0.981  -3.143  -0.332
C  0.332  -1.927  -0.284
H  -1.137  3.146  0.596
H  0.342  2.289  0.952
H  -2.237  1.818  1.801
H  -1.457  0.315  -0.102
H  -1.306  1.547  -1.408
H  0.406  0.015  -1.816
H  1.371  1.148  -0.938
H  1.989  -0.662  0.108
H  0.489  -0.471  1.155
H  2.026  -3.135  -0.035
H  0.435  -4.043  -0.543
H  -0.691  -1.649  -0.542

Atom charges from the Mulliken analysis, given in e for atoms 1 to 6: C -0.724; O -0.519; C -0.065; C -1.101; C -0.371; C -0.632

=====

B) Computed, not measured: a cluster of 2 separate species, C6H12O in total, with ωB97M-V/def2-TZVPD.

Results
Net charge: +1
Highest occupied orbital energy (alpha / beta): -0.53334 / -0.55296 Eh
Expectation value of S²: 0.774
E_LUMO (alpha / beta): -5.946 / -7.566 eV
Multiplicity: 2

Positions of all 19 atoms, in Å:
C  0.992  0.924  1.195
C  0.379  -0.079  0.298
C  -0.923  -0.548  0.554
C  -2.045  0.304  1.010
C  0.970  -1.922  -1.232
C  1.300  -0.931  -0.371
H  1.922  1.388  0.882
H  1.125  0.467  2.180
H  0.332  1.771  1.407
H  -1.015  -1.598  0.801
H  -1.852  0.575  2.053
H  -2.976  -0.246  0.890
H  -2.114  1.194  0.384
H  -0.079  -2.153  -1.381
H  1.739  -2.486  -1.739
H  2.348  -0.713  -0.188
H  -0.676  1.770  -2.483
H  0.335  0.818  -1.779
O  0.237  1.464  -2.482

Atom charges from the Mulliken analysis, given in e for atoms 1 to 6: C -1.620; C 1.010; C -0.054; C -1.297; C -0.662; C -0.161

=====

C) Computed, not measured: a cluster of 2 separate species, C6H12O in total, with ωB97M-V/def2-TZVPD.

Results
Net charge: +1
Highest occupied orbital energy (alpha / beta): -0.51524 / -0.53063 Eh
Expectation value of S²: 0.778
E_LUMO (alpha / beta): -4.838 / -7.306 eV
Multiplicity: 2

Positions of all 19 atoms, in Å:
C  3.060  1.794  0.782
C  2.178  1.057  -0.136
C  0.884  0.596  0.059
C  0.349  -0.174  -0.957
C  -0.952  -0.660  -0.948
C  -1.474  -1.314  -2.183
H  3.813  1.128  1.204
H  2.558  2.260  1.596
H  3.470  2.619  0.192
H  2.670  0.703  -1.036
H  0.359  0.987  0.917
H  0.976  -0.405  -1.811
H  -1.512  -0.597  -0.020
H  -0.894  -2.236  -2.261
H  -2.535  -1.521  -2.081
H  -1.359  -0.612  -3.007
H  -2.263  -1.296  2.457
H  -3.334  -0.571  3.363
O  -3.178  -0.998  2.520

Atom charges from the Mulliken analysis, given in e for atoms 1 to 6: C -1.169; C -0.099; C -0.042; C 0.031; C -0.112; C -1.137

=====

So which one wins? Going from most stable to least: C), B), A).

=====

A) Computed, not measured: a structure of composition C29H67CsN5O4PSSi5Te, with ωB97M-V/def2-TZVPD.

Results
Net charge: -2
Highest occupied orbital energy: -0.03933 Eh
E_LUMO: 3.350 eV

Positions of all 114 atoms, in Å:
Cs  0.298  -1.050  0.849
C  -6.121  0.741  2.502
C  -5.050  0.283  3.417
N  -5.200  -0.128  4.636
N  -3.917  -0.379  5.056
C  -2.972  -0.152  4.122
S  -1.322  -0.281  4.236
N  -3.725  0.267  3.056
N  -3.279  0.573  1.779
H  -7.064  0.758  3.044
H  -6.203  0.083  1.640
H  -5.888  1.736  2.124
H  -3.734  -0.720  5.981
H  -2.780  -0.244  1.423
H  -2.635  1.363  1.816
C  1.506  1.197  -1.231
Si  3.214  1.217  -0.381
C  3.363  3.060  0.065
C  4.472  0.977  -1.769
C  3.439  0.101  1.047
Si  3.758  -1.665  0.820
C  3.120  -2.778  2.257
C  3.004  -2.393  -0.769
C  5.585  -2.164  0.694
Si  3.907  0.861  2.601
C  5.606  1.719  2.660
C  3.964  -0.257  4.127
C  2.668  2.209  3.184
C  3.046  3.487  3.603
C  2.092  4.389  4.043
C  0.765  3.987  4.066
C  0.465  2.699  3.642
N  1.375  1.833  3.211
H  1.394  2.144  -1.773
H  0.673  1.149  -0.524
H  1.335  0.415  -1.981
H  3.321  3.661  -0.849
H  4.306  3.290  0.574
H  2.547  3.381  0.715
H  4.257  1.632  -2.620
H  4.461  -0.054  -2.135
H  5.481  1.193  -1.407
H  2.397  -2.298  2.920
H  3.980  -3.061  2.870
H  2.678  -3.702  1.870
H  1.976  -2.098  -0.985
H  3.017  -3.486  -0.706
H  3.594  -2.118  -1.647
H  6.119  -1.869  1.604
H  6.061  -1.650  -0.147
H  5.712  -3.243  0.556
H  6.365  0.969  2.421
H  5.848  2.146  3.638
H  5.687  2.509  1.905
H  4.663  -1.084  3.986
H  2.978  -0.672  4.343
H  4.288  0.314  5.002
H  4.092  3.767  3.564
H  2.374  5.387  4.360
H  -0.022  4.652  4.399
H  -0.561  2.344  3.649
C  -5.020  -1.218  -0.650
C  -4.926  -2.357  0.341
O  -3.589  -2.529  0.787
P  -2.535  -3.639  0.187
O  -1.247  -2.906  0.039
Te  -3.508  -4.894  -1.534
O  -2.277  -4.573  1.492
C  -3.134  -5.613  1.933
C  -4.320  -5.115  2.744
H  -6.060  -1.079  -0.961
H  -4.429  -1.446  -1.537
H  -4.648  -0.289  -0.214
H  -5.287  -3.286  -0.110
H  -5.524  -2.163  1.238
H  -2.512  -6.262  2.553
H  -3.477  -6.199  1.073
H  -3.981  -4.451  3.541
H  -4.847  -5.963  3.191
H  -5.022  -4.569  2.120
C  -0.850  4.004  0.708
O  -1.423  2.718  0.858
H  0.242  3.968  0.744
H  -1.200  4.614  1.541
H  -1.162  4.473  -0.230
H  -1.190  2.203  0.075
C  -3.525  0.001  -4.226
Si  -1.800  0.678  -3.780
C  -1.988  1.108  -1.918
C  -1.766  2.413  -4.554
C  -0.402  -0.340  -4.153
Si  0.898  -0.205  -5.366
C  1.264  1.536  -6.031
C  0.675  -1.249  -6.954
C  2.561  -0.834  -4.694
H  -4.340  0.637  -3.862
H  -3.661  -1.001  -3.812
H  -3.612  -0.089  -5.313
H  -2.933  1.627  -1.713
H  -1.163  1.779  -1.665
H  -1.932  0.231  -1.258
H  -2.606  3.006  -4.177
H  -1.849  2.372  -5.644
H  -0.841  2.940  -4.310
H  -0.397  -1.338  -3.701
H  0.425  1.934  -6.609
H  2.141  1.523  -6.685
H  1.463  2.231  -5.211
H  -0.209  -0.919  -7.508
H  0.515  -2.296  -6.679
H  1.540  -1.205  -7.628
H  2.919  -0.196  -3.881
H  3.338  -0.876  -5.466
H  2.438  -1.842  -4.284

Atom charges from the Mulliken analysis, given in e for atoms 1 to 6: Cs 1.600; C -0.981; C 1.050; N -0.981; N 0.230; C -0.001

=====

B) Computed, not measured: a structure of composition C29H67CsN5O4PSSi5Te, with ωB97M-V/def2-TZVPD.

Results
Net charge: -2
Highest occupied orbital energy: -0.06979 Eh
E_LUMO: 3.517 eV

Positions of all 114 atoms, in Å:
Cs  0.498  -0.649  0.855
C  -1.487  -0.281  -5.598
C  -0.636  -1.482  -5.453
N  -0.383  -2.360  -6.377
N  0.481  -3.232  -5.775
C  0.774  -2.923  -4.498
S  1.824  -3.642  -3.423
N  0.015  -1.805  -4.294
N  0.050  -1.029  -3.130
H  -1.804  -0.198  -6.635
H  -0.925  0.609  -5.310
H  -2.362  -0.349  -4.952
H  0.850  -4.022  -6.271
H  0.741  -1.505  -2.549
H  -0.850  -1.149  -2.659
C  -2.286  1.297  3.775
Si  -1.216  2.867  3.731
C  -2.000  4.008  5.041
C  0.402  2.301  4.538
C  -1.018  3.631  2.112
Si  0.598  4.249  1.601
C  1.347  5.559  2.764
C  0.642  5.114  -0.088
C  1.886  2.880  1.439
Si  -2.455  4.102  1.178
C  -4.122  3.455  1.805
C  -2.776  5.976  1.001
C  -2.494  3.479  -0.656
C  -3.423  4.023  -1.553
C  -3.517  3.550  -2.848
C  -2.669  2.525  -3.239
C  -1.776  2.031  -2.301
N  -1.683  2.480  -1.051
H  -2.207  0.810  4.753
H  -1.959  0.581  3.015
H  -3.341  1.503  3.588
H  -2.169  3.489  5.991
H  -2.958  4.408  4.696
H  -1.341  4.861  5.229
H  0.210  2.045  5.585
H  1.182  3.064  4.522
H  0.815  1.403  4.070
H  0.729  6.461  2.733
H  2.366  5.830  2.471
H  1.372  5.218  3.802
H  0.066  6.042  -0.097
H  0.262  4.465  -0.877
H  1.679  5.369  -0.328
H  1.914  2.254  2.333
H  2.905  3.231  1.255
H  1.591  2.252  0.594
H  -4.316  3.756  2.837
H  -4.168  2.368  1.749
H  -4.927  3.856  1.181
H  -2.687  6.430  1.992
H  -3.772  6.211  0.612
H  -2.039  6.454  0.352
H  -4.072  4.824  -1.219
H  -4.237  3.969  -3.543
H  -2.698  2.118  -4.241
H  -1.091  1.230  -2.571
C  3.641  0.181  -2.159
C  4.201  -1.051  -1.485
O  3.385  -1.375  -0.356
P  3.918  -1.494  1.175
O  2.651  -1.394  1.971
Te  5.677  0.016  1.596
O  4.395  -3.029  1.277
C  5.731  -3.513  1.247
C  6.149  -3.886  -0.160
H  4.238  0.433  -3.039
H  3.667  1.027  -1.470
H  2.613  0.020  -2.485
H  5.226  -0.869  -1.155
H  4.179  -1.916  -2.152
H  5.739  -4.388  1.901
H  6.403  -2.760  1.666
H  5.463  -4.616  -0.591
H  7.155  -4.314  -0.149
H  6.164  -3.005  -0.801
C  0.659  -1.818  4.597
O  1.855  -1.080  4.632
H  0.838  -2.892  4.467
H  -0.020  -1.492  3.796
H  0.135  -1.662  5.541
H  2.295  -1.172  3.767
C  -5.487  -2.359  -0.826
Si  -3.783  -1.501  -0.748
C  -4.144  0.209  -0.046
C  -3.369  -1.246  -2.601
C  -2.470  -2.316  0.167
Si  -2.083  -4.062  0.000
C  -1.815  -4.576  -1.805
C  -3.374  -5.314  0.639
C  -0.500  -4.511  0.945
H  -6.225  -1.719  -1.323
H  -5.854  -2.592  0.177
H  -5.431  -3.301  -1.381
H  -4.871  0.765  -0.647
H  -3.232  0.809  0.015
H  -4.549  0.122  0.966
H  -2.941  -0.246  -2.731
H  -4.252  -1.312  -3.244
H  -2.655  -2.000  -2.945
H  -2.543  -2.029  1.228
H  -2.701  -4.352  -2.408
H  -1.621  -5.649  -1.895
H  -0.966  -4.046  -2.246
H  -4.307  -5.229  0.076
H  -3.608  -5.115  1.688
H  -3.018  -6.347  0.557
H  0.381  -4.061  0.477
H  -0.333  -5.591  0.992
H  -0.553  -4.136  1.972

Atom charges from the Mulliken analysis, given in e for atoms 1 to 6: Cs 0.329; C -0.703; C 0.871; N -0.959; N 0.228; C -0.064

=====

So which one wins? Going from most stable to least: B), A).